A molecular structure, C39H32AgN5O6STe in a non-equilibrium geometry, computed with ωB97M-V/def2-TZVPD.

Each line ends with the Mulliken charge.
Geometry (Å):
Ag (-1.9345, 1.3068, -0.1105)  1.03
C (4.1589, -2.7489, 2.9941)  -1.66
C (3.0974, -1.7678, 2.5635)  0.47
C (3.1925, -0.4124, 2.8082)  -0.83
C (2.2190, 0.4946, 2.4036)  0.20
C (2.4603, 1.8858, 2.8354)  -0.13
O (3.2270, 2.1294, 3.7632)  -0.71
C (1.8397, 3.0450, 2.1350)  0.61
C (1.3686, 4.1110, 2.8919)  -0.58
C (0.9479, 5.2773, 2.2734)  -0.61
C (1.0112, 5.3860, 0.8936)  -0.50
C (1.4983, 4.3342, 0.1312)  -0.54
C (1.9074, 3.1670, 0.7522)  0.11
C (1.0050, 0.0569, 1.7222)  0.25
O (0.0575, 0.8485, 1.4606)  -0.73
C (0.9369, -1.3838, 1.4678)  0.95
C (1.9652, -2.2166, 1.9006)  -0.71
C (-0.2050, -2.0230, 0.8023)  0.21
N (-1.2866, -1.4054, 0.5106)  0.46
C (-2.4056, -2.0915, -0.1116)  -0.87
C (-2.2901, -2.1581, -1.6332)  -0.73
Te (-1.8875, -0.1901, -2.5154)  0.14
C (0.1837, -0.6406, -2.5335)  0.66
C (0.6850, -1.6554, -3.3418)  -0.65
C (2.0458, -1.9279, -3.3739)  -0.82
C (2.9198, -1.1847, -2.5932)  -0.70
C (2.4265, -0.1642, -1.7909)  -0.40
C (1.0667, 0.1049, -1.7614)  -0.16
C (-0.0112, -3.4693, 0.4209)  -0.95
C (0.8281, -3.7485, -0.6547)  0.22
C (0.9699, -5.0412, -1.1301)  -0.87
C (0.2743, -6.0829, -0.5320)  -0.50
C (-0.5465, -5.8182, 0.5538)  -0.89
C (-0.6877, -4.5215, 1.0282)  -0.05
H (4.9312, -2.2537, 3.5826)  0.36
H (4.6362, -3.2121, 2.1261)  0.28
H (3.7229, -3.5470, 3.5999)  0.36
H (4.0516, -0.0108, 3.3347)  0.38
H (1.3323, 4.0125, 3.9690)  0.41
H (0.5829, 6.1042, 2.8706)  0.36
H (0.6830, 6.2917, 0.4002)  0.38
H (1.5454, 4.4270, -0.9450)  0.43
H (2.3018, 2.3466, 0.1652)  0.29
H (1.8821, -3.2850, 1.7399)  0.49
H (-3.2974, -1.5076, 0.1362)  0.30
H (-2.5346, -3.1059, 0.2852)  0.30
H (-3.2191, -2.5585, -2.0438)  0.58
H (-1.4819, -2.8351, -1.9164)  0.10
H (0.0012, -2.2460, -3.9421)  0.43
H (2.4250, -2.7225, -4.0069)  0.45
H (3.9813, -1.4000, -2.6031)  0.38
H (3.1119, 0.4173, -1.1865)  0.33
H (0.6753, 0.8929, -1.1277)  0.10
H (1.3736, -2.9352, -1.1113)  0.60
H (1.6209, -5.2315, -1.9752)  0.42
H (0.3726, -7.0932, -0.9099)  0.36
H (-1.0871, -6.6272, 1.0298)  0.37
H (-1.3229, -4.3305, 1.8847)  0.53
O (-6.4989, 1.3067, 4.1407)  -0.65
C (-5.4126, 0.7800, 4.6415)  0.37
O (-5.3355, 0.3855, 5.7966)  -0.71
C (-4.2536, 0.6727, 3.7254)  0.44
C (-3.0230, 0.1188, 4.0247)  -0.49
N (-2.2679, 0.2225, 2.9222)  0.34
N (-2.9235, 0.8122, 1.9316)  0.02
C (-4.1329, 1.0987, 2.3812)  -0.62
C (-5.1129, 1.7556, 1.4376)  0.72
O (-6.2694, 1.9976, 1.9201)  -0.78
O (-4.7304, 1.9819, 0.2902)  -0.60
H (-6.3726, 1.6266, 3.0970)  0.46
H (-2.6732, -0.3304, 4.9374)  0.54
H (-1.3018, -0.0164, 2.7302)  -0.06
C (-0.0823, 1.2359, -5.9737)  -1.39
C (0.0749, 2.3667, -4.9936)  1.10
C (0.9176, 3.4245, -5.3193)  -0.82
C (1.1206, 4.3662, -4.3242)  -0.23
N (0.4830, 4.3416, -3.1763)  -0.52
C (-0.4336, 3.3565, -2.9591)  -0.10
S (-1.4227, 3.5634, -1.5984)  -0.35
N (-0.5837, 2.3198, -3.8389)  -0.04
H (-0.2793, 1.6227, -6.9747)  0.51
H (-0.8894, 0.5767, -5.6639)  0.18
H (0.8437, 0.6603, -6.0047)  0.24
H (1.4101, 3.4805, -6.2804)  0.35
H (1.8232, 5.1874, -4.4555)  0.39

Its energy above the lowest of the compared OMol25 structures with the same formula, charge and spin is 0.0 kcal per mole. As for the spin multiplicity: 1. Its HOMO-LUMO gap is 6.0 eV. As for the charge: -2.